Density functional theory data (ωB97M-V with the def2-TZVPD basis set) for a cluster of 6 separate species, C55H125N2O5P3 in total.

Computed properties:
Multiplicity: 1
Orbital gap, eV: 10.16
Total charge: +4

```
190
C55H125N2O5P3 ωB97M-V with the def2-TZVPD basis set
H 1.57283 -2.47290 8.77189
H 3.34066 1.25197 2.60599
H 3.74386 -0.70313 -5.52071
C 0.58341 -0.58829 8.68694
H -6.10658 1.78146 -2.75491
H 1.17443 -1.77656 -3.38690
H 1.76525 4.88613 -1.69309
H -3.75991 -4.28218 4.60098
H 1.64208 0.74691 2.13837
C -1.29853 -2.95468 -9.89992
H -6.27630 -3.35648 1.31397
H 7.10440 1.29740 10.27368
H 2.05625 0.87598 6.86770
C -5.91326 1.63121 -0.63833
C -6.85032 -5.87271 -2.89943
C -3.71781 -2.55862 -1.50487
C -0.06079 -2.01069 -7.88736
H 0.20064 6.07711 6.48042
H -0.35881 3.17805 -2.58970
H 2.98384 -1.51739 0.53081
C 4.38181 3.23115 -6.82839
H 2.85937 0.15276 -4.22883
H -1.49337 -2.29798 -5.07562
H -2.77224 -3.93409 3.22182
H -2.19635 1.05829 -3.80762
H -0.88658 -4.50569 -1.32897
C 1.01884 4.15374 8.55465
C 4.66058 -1.29873 -2.70543
H 1.58203 1.14933 4.66083
H 1.35767 3.77952 9.52529
H 2.17726 2.00873 -5.88624
C 2.30232 1.10930 -1.25777
H 2.16462 -1.32167 9.90679
H -3.49309 -2.09585 1.52202
H 5.70708 1.52340 8.05781
C 1.29441 -1.79562 -7.21931
H -1.94197 -2.07950 -9.98130
H -4.23172 -4.79010 2.89825
C -4.50489 -2.67992 3.34236
H -6.88613 3.07108 -1.87895
H -6.70199 -3.04075 -2.61244
H 4.78263 1.87031 -5.15832
H -4.91668 -1.18694 1.83335
C -1.40695 -3.62868 -1.72213
H -7.78163 -6.17959 -2.42169
H -1.31504 -2.55770 -3.32665
H 0.53876 -1.88583 -9.89291
H -5.20825 2.45119 -0.46799
C -6.55138 -3.61101 -1.69061
H -1.71077 -5.05899 -3.76851
H -4.48311 0.24339 -1.55830
H 1.52677 5.12301 8.46703
C 2.91128 -0.02755 -5.31134
C 2.54304 5.43071 -2.23380
H 1.81921 -2.74364 -7.03017
H 5.84408 -0.66665 -1.03831
C -1.20079 -3.01831 -4.31487
H -1.34761 6.95654 6.43955
H 0.60653 3.99258 5.45823
C 6.03070 1.44782 10.19062
H -0.07710 1.43260 9.05474
P 1.41656 -1.02642 -5.58037
O 1.87313 0.11957 -1.88287
C -0.09274 0.77174 -3.99051
C 4.38075 1.84946 -6.17952
H 4.31532 -0.29928 -0.92884
H -3.24158 -4.69433 -1.36012
H -3.25430 -1.60546 -1.24047
H 0.45905 -2.49128 -1.55235
H -0.94866 -1.47963 -1.82128
C 4.07466 2.47740 8.98394
H 3.65055 -3.03411 1.31614
H -2.12336 3.35643 -2.85979
H -0.68514 6.33814 8.67430
H 3.76659 3.18930 -1.01350
H 5.39924 3.61343 -6.88613
H 5.42530 2.61225 -2.98976
H -7.69237 1.47974 -1.91939
H 2.32591 3.89687 3.63935
H -4.05657 -1.85097 3.89349
H -5.00517 -4.77516 -2.57677
C -6.13397 -0.86603 -0.77517
C 0.83764 0.91927 8.74323
H 3.03190 6.18511 -1.61690
H 4.16756 2.70662 6.78076
H 2.63622 -1.24334 8.14416
H 4.56296 4.56729 -0.90692
C 1.34363 -2.35544 -4.29987
H 0.78022 1.42589 -3.87176
H -4.57849 0.31708 0.23695
C 0.26115 -3.43602 -4.46486
H -2.30811 -4.68871 -5.32934
H -1.17155 -3.41238 -10.87867
H -7.41954 -4.37281 -4.32422
C -4.52555 -2.20540 1.88692
C -5.14864 0.30002 -0.69463
H -3.88835 -2.49874 -2.58631
H -6.67911 -0.79220 -1.71993
H -1.45452 -3.77171 -2.80336
C -1.31100 2.65254 -2.70661
H 0.45401 -4.19081 -3.69852
C -6.73604 1.99350 -1.88782
C 0.06318 -2.64116 -9.26262
H 0.00671 -0.87482 7.80058
H -2.17678 5.60488 8.30177
H -6.10998 -5.44355 -4.86816
C 3.66685 3.13621 7.64952
C 3.86412 -2.11065 0.78728
H 0.40426 1.40599 6.71740
C -1.11352 5.53254 8.06509
H 2.16806 2.32984 1.88127
O 3.76172 4.05193 -3.80324
H 4.99743 1.17323 -6.77256
H -5.58436 -5.50164 -1.18246
C -7.06519 -5.40808 -4.34548
H 3.89720 4.20895 7.59347
H -7.45950 -3.71928 -1.09725
C 2.36072 3.21027 4.49424
C 1.67398 3.89541 5.67351
H 1.52168 1.20262 9.54563
H -0.13348 -0.81128 9.48250
H 4.70397 -0.32318 -3.17330
P 1.87150 3.14899 7.32369
C 5.58216 2.16155 8.94314
O 3.40200 1.17342 -0.63389
C -0.03095 0.07449 -5.34726
H 0.76819 1.99132 -1.77955
H -5.55414 -2.73888 3.65053
H -0.49160 -1.00336 -7.97457
N 4.38195 3.81113 -1.57346
H 0.61796 -3.57886 -9.26890
H 5.66012 1.97588 11.07497
C 1.28084 1.46024 7.37196
H 0.63779 2.20870 3.71433
C 2.96063 1.27577 -6.09215
H -4.69091 -4.08235 0.81667
O 5.14391 -3.37094 -0.82956
H -0.07771 0.06147 -3.16185
C 1.84301 -1.41705 8.86971
H -0.61088 -2.21391 -0.24564
H -0.90226 4.00589 9.53040
H -1.26515 5.32624 5.84906
C 1.68393 1.95177 3.92745
H 2.06473 5.90782 -3.08454
H 2.30590 -2.86935 -4.29994
H 5.38796 -2.01989 -3.06338
C 5.59637 3.05828 -2.01907
C -0.60399 -2.38917 -1.32620
O 1.53884 2.24651 -1.24913
H -7.82075 -5.99100 -4.86219
H 6.44655 3.73105 -1.96574
H 4.35667 -1.44705 1.51191
H 3.77275 3.95961 -6.29955
P -5.39038 -2.51890 -0.76807
H -0.77917 -2.48638 -7.21076
C -5.95825 -4.96968 -2.06583
H 1.93407 -1.25002 -7.92171
C -3.81841 -4.02296 3.54815
H 2.02306 4.92801 5.75842
C -5.26832 -3.16709 0.94384
H 2.69047 1.05930 -7.14122
H -0.92176 3.36824 7.97422
C -0.87981 5.99313 6.62760
C -2.11978 -4.23149 -4.35719
C -1.31543 1.69751 -3.91530
H 3.53488 1.53182 9.02635
H 0.39410 -3.95632 -5.41859
N 4.92908 -1.08919 -1.22848
H 0.07997 0.80329 -6.16009
H -6.86366 -0.84769 0.03812
H -2.66979 -3.72868 -0.01781
H 3.82055 3.12012 9.82517
H -1.41659 2.07438 -1.78514
H -6.28422 -6.81142 -2.93368
H -6.50300 1.64389 0.28387
H 6.18579 3.03881 8.70160
C 4.75007 -2.36170 -0.37835
C -0.51387 4.22192 8.53403
C 2.28306 1.50409 2.59427
H 3.96981 3.08882 -7.82919
H 3.43693 3.04220 4.59294
C -2.81488 -3.72664 -1.10126
H -0.94487 -0.45051 -5.61784
H 5.74656 2.29460 -1.25971
H 3.66288 -1.72740 -2.71409
C 3.56033 4.43523 -2.70978
H 5.57480 0.45941 10.31045
H -1.82643 -3.70268 -9.30151
H -3.08531 -3.96071 -3.92725
H -1.43920 2.28340 -4.82573
```